The following is a quantum chemistry calculation of a 9-piece molecular cluster, C35H85BrNO9S overall, from OMol25.

Each line ends with the Mulliken charge.
CARTESIAN COORDINATES (ANGSTROEM)
Br: 2.150 1.268 -0.552  -0.07
S: -0.933 3.309 -1.117  0.09
O: 7.008 -2.048 -3.957  -0.50
O: -0.522 5.649 4.225  -0.52
O: -1.361 -3.739 1.442  -0.52
O: -3.535 9.486 0.299  -0.51
O: -3.491 3.990 1.708  -0.44
O: 5.109 -6.763 -1.813  -0.53
O: -4.253 -7.996 -0.836  -0.49
O: 3.765 -3.990 0.075  -0.51
O: -4.757 -1.959 -0.879  -0.48
N: 0.921 -0.036 2.146  0.32
C: 1.030 1.899 0.944  -0.17
C: 7.463 -6.838 -1.229  -1.25
C: 1.576 1.051 2.025  -0.11
C: 8.560 -0.672 -5.219  -1.39
C: 9.369 -2.259 -3.438  -1.18
C: -3.804 5.390 1.717  0.40
C: 3.357 -2.698 0.515  -0.51
C: 6.434 -6.622 -2.327  0.43
C: -2.646 6.194 1.152  -0.44
C: -5.789 9.688 1.174  -1.03
C: -0.253 -0.084 1.262  -1.17
C: -5.786 -1.174 -0.275  0.44
C: 8.325 -1.996 -4.511  0.48
C: -4.157 5.827 3.129  -1.09
C: 1.266 -1.146 3.042  -1.00
C: 0.174 3.259 -2.551  -0.60
C: -1.095 1.615 -0.512  -0.82
C: 1.467 4.067 -2.370  -0.94
C: 1.433 6.760 5.142  -1.45
C: -3.159 -9.512 -2.383  -1.25
C: -1.434 -4.391 0.163  0.72
C: 1.369 5.986 2.746  -1.08
C: -5.666 -9.272 -2.341  -1.37
C: -0.238 -5.309 -0.037  -1.27
C: 6.607 -5.272 -3.002  -1.14
C: 1.471 -2.449 2.266  0.44
C: 0.903 5.720 4.170  0.48
C: 2.937 -2.817 1.982  -0.94
C: -6.608 -2.015 0.687  -1.33
C: -5.196 0.052 0.405  -1.18
C: -4.486 10.402 0.850  0.41
C: -0.393 1.383 0.823  0.76
C: -4.703 11.579 -0.086  -1.32
C: -4.331 -8.575 -2.141  0.50
C: -2.754 -5.119 0.011  -1.30
H: 2.337 3.417 -2.320  0.23
H: -5.977 -2.377 1.506  0.28
H: -1.752 6.035 1.765  -0.21
H: -4.675 5.499 1.070  0.30
H: -5.754 -9.675 -3.350  0.38
H: -2.163 1.534 -0.320  -0.01
H: -5.612 8.852 1.851  0.09
H: -7.426 -1.438 1.119  0.43
H: 1.436 4.654 -1.457  0.23
H: 1.092 6.546 6.154  0.34
H: -4.618 0.643 -0.306  0.21
H: 2.451 1.270 2.618  0.49
H: 7.805 -0.509 -5.987  0.33
H: -0.246 -6.107 0.710  0.33
H: 3.079 -3.863 2.238  0.40
H: -3.182 -9.922 -3.393  0.38
H: 0.979 -3.240 2.821  0.29
H: -0.136 -0.816 0.466  0.26
H: -4.423 6.884 3.163  0.26
H: -4.262 -7.725 -2.823  0.25
H: 8.345 -2.805 -5.243  0.27
H: -2.853 -5.569 -0.975  0.34
H: 2.458 5.994 2.679  0.43
H: -5.391 12.305 0.347  0.38
H: -2.731 3.886 2.294  0.27
H: 1.612 4.742 -3.207  0.35
H: -5.769 -10.101 -1.634  0.36
H: -4.175 -2.266 -0.175  0.20
H: -4.025 10.753 1.774  0.23
H: -3.759 12.078 -0.299  0.33
H: 5.863 -5.127 -3.784  0.30
H: -6.415 -0.856 -1.108  0.36
H: -5.974 0.685 0.830  0.44
H: -6.240 9.292 0.260  0.34
H: 2.187 -0.868 3.547  0.45
H: -0.384 3.644 -3.398  0.53
H: 1.069 7.753 4.866  0.37
H: 4.992 -6.092 -1.130  0.30
H: -1.390 -3.574 -0.562  0.25
H: 1.239 4.728 4.484  0.21
H: 2.523 6.786 5.140  0.40
H: -2.871 7.261 1.129  0.25
H: -2.853 -5.917 0.750  0.38
H: 6.487 -4.464 -2.274  0.26
H: 8.479 -6.779 -1.622  0.37
H: -4.316 -8.713 -0.195  0.32
H: -1.087 -0.428 1.873  0.40
H: -3.582 -4.426 0.158  0.21
H: 0.483 -1.231 3.790  0.32
H: -0.870 6.510 3.963  0.33
H: 3.705 -4.028 -0.887  0.28
H: -0.856 0.871 -1.268  0.59
H: -4.528 -0.256 1.217  0.26
H: 3.618 -2.239 2.605  0.41
H: 0.394 2.217 -2.768  0.30
H: 9.185 -3.216 -2.949  0.23
H: -3.191 -10.347 -1.678  0.34
H: -1.028 1.834 1.587  0.01
H: 9.544 -0.643 -5.686  0.38
H: 1.002 6.956 2.401  0.36
H: 8.499 0.154 -4.504  0.35
H: 7.327 -7.812 -0.761  0.33
H: 2.526 -2.348 -0.102  0.31
H: -1.399 -4.426 2.118  0.32
H: 7.598 -5.173 -3.448  0.34
H: 0.978 5.227 2.063  0.09
H: 6.941 -1.345 -3.300  0.32
H: 10.375 -2.271 -3.859  0.38
H: 1.144 2.970 1.020  0.27
H: -2.212 -8.990 -2.242  0.28
H: 6.525 -7.417 -3.069  0.32
H: -0.259 -5.771 -1.023  0.43
H: 0.935 -2.392 1.324  -0.27
H: -4.991 5.244 3.519  0.36
H: 0.702 -4.762 0.069  0.15
H: -6.506 10.365 1.639  0.40
H: 7.352 -6.073 -0.454  0.28
H: -6.489 -8.580 -2.169  0.33
H: -2.408 5.866 0.140  0.20
H: -3.299 5.661 3.788  0.19
H: -7.025 -2.882 0.176  0.34
H: 9.330 -1.476 -2.674  0.34
H: -5.125 11.235 -1.034  0.35
H: 4.183 -1.992 0.399  0.36
H: -3.899 9.150 -0.528  0.33

Results
highest occupied orbital energy: -0.412 hartree
LUMO level: -0.1459 Eh
total charge: +1
orbital gap: 7.23 eV

***

The following is a quantum chemistry calculation of a 8-piece molecular cluster, BF4H14O7 overall at a distorted geometry, from OMol25.

Each line ends with the Mulliken charge.
CARTESIAN COORDINATES (ANGSTROEM)
F: 8.798 4.177 18.713  -0.32
F: 10.192 4.354 20.497  -0.33
F: 9.918 6.016 19.182  -0.48
F: 8.198 5.366 20.505  -0.46
O: 12.366 2.821 20.344  -0.67
O: 9.686 9.128 20.386  -0.66
O: 6.769 3.865 22.017  -0.70
O: 7.823 3.900 16.106  -0.66
O: 11.585 4.193 17.641  -0.67
O: 5.972 4.998 19.029  -0.65
O: 11.525 5.848 22.641  -0.67
B: 9.251 4.958 19.728  0.47
H: 11.623 3.396 20.526  0.46
H: 5.778 5.726 19.620  0.31
H: 13.106 3.416 20.221  0.28
H: 12.378 5.455 22.460  0.30
H: 8.347 4.568 15.663  0.28
H: 7.178 4.330 21.287  0.49
H: 11.008 5.674 21.854  0.37
H: 8.227 3.812 16.970  0.47
H: 11.569 4.912 17.010  0.28
H: 10.567 9.123 20.760  0.31
H: 9.651 8.340 19.844  0.35
H: 6.897 4.807 19.179  0.39
H: 7.431 3.236 22.302  0.29
H: 10.873 4.391 18.249  0.25

Results
highest occupied orbital energy: -0.287 hartree
LUMO level: 0.1053 Eh
total charge: -1
relative energy (zero: lowest compared OMol25 entry of this formula, charge and spin): 17.4 kcal per mole
orbital gap: 10.67 eV

***

The following is a quantum chemistry calculation of C38H33AsFeNO3P as an isolated structure at a distorted geometry, from OMol25.

Each line ends with the Mulliken charge.
CARTESIAN COORDINATES (ANGSTROEM)
As: 0.172 2.189 -1.406  1.35
Fe: -0.325 -1.277 -1.012  0.67
P: -0.440 -1.391 1.521  1.16
O: -1.555 -2.599 -1.470  -0.69
O: -1.616 -4.456 -2.754  -0.63
O: -0.591 0.698 -1.360  -0.61
N: 0.044 -1.296 -2.831  -0.17
C: -3.574 -4.053 1.406  -0.78
C: 1.234 1.903 -4.009  -0.35
C: 3.616 0.899 0.568  -0.47
C: 3.984 3.192 -0.086  -0.73
C: 0.356 2.672 -3.246  0.24
C: -2.073 -2.188 1.580  0.33
C: 2.104 -3.472 -0.794  -0.51
C: 2.729 3.229 -0.675  -0.41
C: 1.917 2.097 -0.630  -0.37
C: -2.294 3.395 -0.743  -0.40
C: -0.298 3.900 -5.197  -0.68
C: -4.433 -1.872 1.959  -0.70
C: -0.026 -1.137 3.278  0.40
C: 2.359 0.932 -0.019  -0.30
C: -3.151 -1.352 1.875  -0.47
C: 4.422 2.030 0.540  -0.58
C: 0.845 -0.934 5.907  -0.55
C: 0.752 -2.684 1.046  0.60
C: 0.581 3.143 -5.960  -0.49
C: -0.267 -1.707 5.600  -0.69
C: -0.416 3.666 -3.833  -0.35
C: -2.286 -3.541 1.343  -0.12
C: -4.642 -3.225 1.717  -0.49
C: -3.173 4.132 0.034  -0.81
C: 1.347 2.143 -5.369  -0.91
C: -2.695 4.855 1.122  -0.50
C: -1.315 -3.311 -2.538  0.49
C: -0.454 4.109 0.664  -0.36
C: 1.179 -2.596 -0.270  0.33
C: 1.297 -3.655 1.887  -0.39
C: -1.343 4.845 1.435  -0.71
C: 1.066 -0.329 3.594  -0.18
C: -0.935 3.396 -0.428  0.24
C: 2.226 -4.546 1.370  -0.68
C: -0.491 -2.496 -3.538  -0.53
C: -0.708 -1.809 4.286  -0.45
C: 1.501 -0.230 4.906  -0.66
C: 2.628 -4.455 0.041  -0.72
H: -3.385 5.419 1.736  0.42
H: -0.891 4.674 -5.666  0.42
H: 0.988 -1.079 -3.127  0.23
H: 1.822 1.127 -3.532  0.53
H: 0.673 3.332 -7.022  0.41
H: 0.998 -3.700 2.928  0.51
H: -1.571 -2.417 4.049  0.41
H: -2.976 -0.292 2.040  0.41
H: 2.347 0.399 5.154  0.44
H: -4.230 4.135 -0.198  0.42
H: -5.265 -1.223 2.200  0.41
H: 2.378 4.126 -1.173  0.49
H: -1.098 4.253 -3.231  0.42
H: 1.576 0.218 2.808  0.27
H: 0.318 -3.127 -3.896  0.36
H: -1.140 -2.250 -4.377  0.35
H: -5.644 -3.633 1.762  0.39
H: 1.729 0.053 -0.008  0.35
H: -0.797 -2.234 6.383  0.43
H: -1.451 -4.186 1.103  0.40
H: 2.032 1.558 -5.971  0.42
H: 1.197 -0.880 6.930  0.39
H: 2.445 -3.398 -1.820  0.45
H: 3.367 -5.141 -0.353  0.43
H: 2.645 -5.317 2.006  0.42
H: 3.968 -0.006 1.048  0.50
H: 0.598 4.083 0.914  0.41
H: -0.981 5.402 2.289  0.42
H: 4.620 4.067 -0.114  0.43
H: 5.399 2.007 1.005  0.42
H: -2.654 2.798 -1.572  0.47
H: -0.531 -0.476 -3.009  0.40
H: -3.743 -5.103 1.207  0.43

Results
highest occupied orbital energy (spin up / spin down): -0.400 / -0.399 hartree
LUMO level (spin up / spin down): -0.1367 / -0.0914 Eh
total charge: +1
relative energy (zero: lowest compared OMol25 entry of this formula, charge and spin): 44.0 kcal per mole
<S²>: 1.0579
orbital gap (spin up / spin down): 7.15 / 8.37 eV
multiplicity: 2

***

The following is a quantum chemistry calculation of a 3-piece molecular cluster, H7O3 overall at a distorted geometry, from OMol25.

Each line ends with the Mulliken charge.
CARTESIAN COORDINATES (ANGSTROEM)
O: -1.602 1.362 -0.299  -0.66
O: 1.454 -0.985 1.037  -0.62
O: 0.253 -0.258 -0.991  -0.46
H: -2.377 1.207 0.256  0.34
H: -0.053 -1.084 -1.413  0.45
H: 2.258 -0.463 1.173  0.35
H: -0.601 0.195 -0.700  0.47
H: -1.621 2.264 -0.655  0.33
H: 0.742 -0.524 -0.073  0.45
H: 1.547 -1.714 1.665  0.35

Results
highest occupied orbital energy: -0.627 hartree
LUMO level: -0.1336 Eh
total charge: +1
relative energy (zero: lowest compared OMol25 entry of this formula, charge and spin): 4.5 kcal per mole
orbital gap: 13.43 eV

***

The lowest total charge belongs to which entry?
BF4H14O7